P.
Molecular formula: CH4BrN2
Method: DFT, ωB97M-V/def2-TZVPD

**Total charge**: +1
**LUMO energy**: -5.642 eV
**Frontier orbital gap**: 10.5 eV

Geometry (Å):
C1 -0.3465 0.3429 -0.1053
N1 1.4959 0.2739 0.3169
N2 -0.7977 -0.7923 -0.3902
Br1 -1.2113 1.9183 -0.6156
H1 1.5407 -0.4750 0.9954
H2 1.4633 1.2239 0.6940
H3 -0.3465 -1.6516 -0.0450
H4 -1.7978 -0.8400 -0.8502

Results of the Mulliken charge analysis, in e, for atoms 1 through 2: 0.422 -0.485

***

Q.
Molecular formula: CH4BrN2
Method: DFT, ωB97M-V/def2-TZVPD

**Total charge**: +1
**LUMO energy**: -5.601 eV
**Frontier orbital gap**: 9.8 eV

Geometry (Å):
C1 0.3414 -0.2699 0.0880
N1 -0.7939 -0.8137 -0.0361
N2 0.6547 1.0120 0.0747
Br1 -2.5349 0.0159 -0.1057
H1 1.3170 -0.8786 -0.0721
H2 -0.6799 -2.0187 -0.4825
H3 1.6715 1.1802 0.3520
H4 0.0242 1.7729 0.1819

Results of the Mulliken charge analysis, in e, for atoms 1 through 2: 0.363 -0.367

***

In order of decreasing stability: Q, P.

***

P.
Molecular formula: CH4BrN2
Method: DFT, ωB97M-V/def2-TZVPD

**Total charge**: +1
**LUMO energy (alpha / beta)**: -8.465 / -8.464 eV
**Frontier orbital gap (alpha / beta)**: 5.8 / 5.8 eV

Geometry (Å):
C1 -0.1924 0.2043 -0.8136
N1 1.0062 0.5391 -1.2229
N2 -0.3108 -0.7158 1.9155
Br1 -1.8268 0.5449 -1.7579
H1 1.8103 0.1310 -0.7729
H2 1.1229 1.1448 -1.9600
H3 -0.6796 -1.6499 2.0925
H4 -0.9298 -0.1984 2.5193

Results of the Mulliken charge analysis, in e, for atoms 1 through 2: 0.291 -0.217

***

Q.
Molecular formula: CH4BrN2
Method: DFT, ωB97M-V/def2-TZVPD

**Total charge**: +1
**LUMO energy**: -4.321 eV
**Frontier orbital gap**: 10.7 eV

Geometry (Å):
C1 -1.3116 0.2857 0.1152
N1 -0.5169 -0.6424 -0.1640
N2 -1.9590 1.2495 0.0676
Br1 2.7773 -0.0325 0.0666
H1 3.9595 -0.4402 -0.3179
H2 -0.8020 -1.5233 -0.5061
H3 0.5118 -0.7059 0.0299
H4 -2.6589 1.8090 0.7086

Results of the Mulliken charge analysis, in e, for atoms 1 through 2: 0.419 -0.123

***

R.
Molecular formula: CH4BrN2
Method: DFT, ωB97M-V/def2-TZVPD

**Total charge**: +1
**Structure (SMILES)**: [NH2+]=CNBr
**LUMO energy**: -5.411 eV
**Frontier orbital gap**: 9.2 eV

Geometry (Å):
N1 -0.3664 0.9102 -0.2525
C1 -0.2401 -0.3036 0.0071
N2 1.3784 -1.0792 -0.2165
Br1 2.7982 0.0591 -0.0005
H1 -1.2570 1.4483 -0.2400
H2 0.5497 1.5238 -0.2097
H3 -1.2449 -0.8570 0.0456
H4 1.5015 -1.8040 0.4069

Results of the Mulliken charge analysis, in e, for atoms 1 through 2: -0.172 0.207

***

In order of decreasing stability: Q, R, P.